No. 1
14
Properties=species:S:1:pos:R:3:forces:R:3 method="wB97M-V/def2-TZVPD" spin_multiplicity=1 de_lowest_kcal_mol=21.69 largest_force_ev_per_a=1.9 e_tot_ev=-9846.3391 smiles="CC(=O)NCC=O"
C -1.38788 -1.41874 0.22175 0.132 0.596 -0.306
C -0.73857 -0.83038 -1.01796 0.303 -0.550 0.242
O -1.07665 -1.13147 -2.14050 -0.207 0.151 -0.134
N 0.38217 -0.06501 -0.79874 -0.720 1.051 -0.231
C 0.68500 0.58196 0.46309 0.748 -1.763 0.058
C 1.44957 1.85806 0.40112 -0.238 0.333 0.597
O 1.57717 2.57974 -0.54327 0.086 -0.100 -0.450
H -0.60200 -1.88235 0.81665 -0.211 -0.083 0.226
H -2.12778 -2.12518 -0.10222 -0.153 -0.464 -0.095
H -1.91308 -0.65455 0.79831 0.193 0.014 0.121
H 0.67509 0.41731 -1.64033 0.124 0.073 0.122
H 1.34488 -0.13323 0.98520 0.078 0.392 0.319
H -0.14925 0.69048 1.16424 -0.183 0.253 -0.349
H 1.88132 2.11335 1.39265 0.048 0.098 -0.121

---

No. 2
124
Properties=species:S:1:pos:R:3:forces:R:3 method="wB97M-V/def2-TZVPD" spin_multiplicity=1 de_lowest_kcal_mol=0.00 largest_force_ev_per_a=6.3 e_tot_ev=-107732.1684 smiles="CCOC(=O)C(F)(F)F.CCOC(=O)C(F)(F)F.CCOC(=O)C(F)(F)F.CCOC(=O)C(F)(F)F.O=C1CCCO1.O=C1CCCO1.O=C1CCCO1.COCCOC.COCCOC"
C -3.36189 -7.39107 -11.21431 -0.449 0.940 -0.189
C -3.98417 -6.80246 -9.93831 0.778 0.085 -1.173
O -5.07577 -7.59270 -9.58838 -4.153 -2.112 0.732
C -6.26532 -7.58768 -10.29186 2.367 2.152 -3.726
O -6.39091 -6.94593 -11.37084 -0.259 -2.440 4.281
C -7.39533 -8.52527 -9.70003 -0.364 0.867 0.311
F -7.88886 -9.41016 -10.60034 1.265 0.401 0.960
F -6.97319 -9.09794 -8.55323 -0.343 -0.221 -1.233
F -8.44970 -7.74855 -9.38070 0.437 0.017 0.000
H -2.43637 -6.88680 -11.49218 0.103 -0.105 0.214
H -4.06197 -7.21333 -12.03064 0.083 -0.212 -0.063
H -3.20476 -8.46374 -11.10120 0.102 0.102 0.103
H -4.39325 -5.79459 -10.00860 0.674 0.272 -0.337
H -3.27580 -6.90939 -9.11680 -0.241 0.254 0.123
C 1.61502 -6.34086 9.91753 1.637 0.023 -0.705
C 2.37075 -4.96158 10.00967 0.740 -3.385 0.071
O 1.46104 -3.98467 10.09696 -4.066 4.674 -1.381
C 0.78857 -3.50896 8.99398 1.099 -2.312 -3.260
O 0.91575 -3.88480 7.80918 0.219 1.070 4.059
C -0.34790 -2.52594 9.35398 1.357 -0.198 -2.397
F 0.13252 -1.27957 9.51210 -0.511 -0.090 -0.586
F -1.33393 -2.60868 8.41384 1.118 0.829 0.446
F -0.84457 -2.92114 10.43940 -1.885 -0.679 3.613
H 1.24458 -6.74859 10.85807 -0.183 0.509 -0.013
H 2.34899 -7.06113 9.55613 0.177 -0.204 0.132
H 0.87333 -6.36190 9.11906 -0.249 0.390 0.278
H 3.05057 -4.78786 9.17555 0.067 -0.267 -0.026
H 2.87832 -4.87745 10.97061 0.480 -0.356 -0.241
C -9.61674 4.86277 -0.47953 -0.109 -0.065 0.412
C -10.34350 3.70893 -1.16826 -0.072 1.927 0.024
O -9.41085 2.66082 -1.36614 0.566 -3.338 1.472
C -9.28354 1.69001 -0.35308 -2.481 2.641 1.662
O -9.94644 1.72275 0.69404 2.093 -0.477 -3.187
C -8.17205 0.61972 -0.57380 -0.088 -0.014 -0.898
F -7.57715 0.70318 -1.76854 0.215 0.746 0.248
F -7.26414 0.72410 0.39942 -0.101 0.133 -0.212
F -8.67882 -0.60536 -0.55486 -0.563 -0.245 0.641
H -8.68037 5.08330 -0.99205 -0.164 0.116 -0.195
H -9.34805 4.65324 0.55584 -0.128 -0.292 0.040
H -10.25542 5.74539 -0.44535 0.053 0.068 -0.196
H -10.63775 4.07140 -2.15321 0.361 -0.349 -0.299
H -11.30914 3.50133 -0.70724 0.429 -0.848 0.495
C -0.33416 0.34722 1.29788 0.847 -1.247 0.615
C -1.01455 0.66565 -0.00249 -0.298 0.437 0.447
O -1.29854 -0.49920 -0.79817 0.563 -1.476 -1.271
C -0.38466 -1.10416 -1.59727 3.635 2.073 0.360
O 0.82180 -0.78605 -1.77099 -4.540 -0.762 0.907
C -0.92160 -2.34273 -2.37358 0.093 1.081 0.131
F -1.81647 -3.00768 -1.62311 0.150 0.177 -0.951
F -1.43851 -1.92662 -3.57239 -0.084 -0.622 1.271
F 0.11095 -3.12417 -2.64284 -0.302 -0.375 -0.022
H 0.63530 -0.10472 1.08815 0.461 0.673 0.144
H -0.75780 -0.43280 1.93050 -0.927 -0.243 -0.536
H -0.31337 1.16320 2.02027 0.451 0.463 -0.586
H -0.45314 1.38912 -0.59369 0.067 -0.121 0.005
H -1.98884 1.08450 0.24939 -0.114 -0.058 -0.519
O 3.76274 5.72918 -4.16380 0.744 1.331 3.188
C 3.83937 6.28876 -3.04628 -1.322 -0.532 -5.319
C 3.55189 7.77723 -2.81643 -0.010 -0.793 -1.009
C 2.92887 7.69665 -1.45353 0.326 0.914 0.654
C 3.73438 6.58282 -0.82534 -0.144 -0.503 -0.220
O 3.98472 5.64049 -1.92593 0.149 -0.039 1.571
H 4.48931 8.32357 -2.92062 0.117 0.095 0.542
H 2.91211 8.17069 -3.60635 -0.052 -0.269 0.074
H 3.07272 8.62592 -0.90228 -0.277 -0.049 0.181
H 1.86902 7.44514 -1.49291 0.047 0.046 -0.114
H 4.69932 6.96550 -0.49286 -0.031 -0.275 0.319
H 3.17191 6.02932 -0.07343 0.431 0.069 0.115
O -2.65050 5.44404 -4.42091 0.336 0.696 -1.205
C -2.23018 5.49281 -5.55535 -0.710 -2.342 1.285
C -2.33718 4.33971 -6.59066 0.284 0.795 -0.641
C -1.28709 4.77211 -7.56652 2.331 -0.272 -1.134
C -1.00820 6.26609 -7.33568 -1.329 -0.915 -1.786
O -1.46259 6.47023 -6.03490 0.033 1.353 1.332
H -2.13099 3.32843 -6.24011 -0.178 0.369 0.628
H -3.26230 4.29634 -7.16545 -0.458 0.273 0.655
H -0.31530 4.31675 -7.37582 -0.117 -0.592 0.158
H -1.52016 4.53065 -8.60358 -0.047 0.196 0.007
H 0.01633 6.59855 -7.50271 -0.026 -0.220 0.511
H -1.63550 6.78807 -8.05826 -0.097 0.658 0.220
O -5.07162 5.03547 6.60817 -1.122 -3.344 -0.292
C -5.48836 3.86613 6.63834 1.485 3.416 -0.017
C -5.84570 2.91673 5.48459 -0.827 -0.016 1.307
C -6.69949 1.90791 6.25926 -0.388 -1.302 -1.055
C -6.44809 2.08097 7.75706 -0.431 0.314 -1.371
O -5.67138 3.26846 7.84839 0.527 0.167 -0.294
H -6.42972 3.34239 4.66860 0.389 0.472 0.199
H -4.96881 2.41355 5.07719 0.155 0.360 0.120
H -7.77392 1.98040 6.09062 0.097 0.325 -0.352
H -6.41702 0.92808 5.87422 -0.175 -0.255 0.422
H -7.40984 2.34547 8.19658 0.232 -0.636 0.635
H -5.95659 1.17986 8.12384 0.056 0.493 0.692
C 6.49139 -4.43125 4.48018 0.319 -0.253 0.918
O 6.68216 -3.33007 5.35367 0.387 0.405 -0.541
C 6.76023 -2.08771 4.64418 -0.574 -0.475 0.839
C 7.09522 -0.98862 5.61031 0.418 0.251 0.446
O 6.96910 0.20537 4.88981 0.103 1.121 -0.132
C 7.58970 1.36911 5.49999 -0.484 -1.749 -0.593
H 6.30269 -5.30123 5.10918 -0.498 0.111 0.103
H 7.41846 -4.72725 3.98924 0.071 0.470 -0.614
H 5.65795 -4.24902 3.80174 0.088 -0.133 -0.213
H 5.77189 -1.87940 4.23444 0.014 0.062 -0.483
H 7.54414 -2.04795 3.88787 -0.115 -0.443 -0.339
H 8.11517 -1.14638 5.96088 0.355 0.079 0.075
H 6.47132 -0.96535 6.50380 -0.349 -0.201 0.066
H 8.66595 1.25428 5.37112 0.154 0.345 0.098
H 7.34280 1.36685 6.56165 -0.039 0.409 0.073
H 7.19859 2.22674 4.95262 0.146 -0.001 0.291
C 10.82024 -0.65629 -2.00524 0.240 -0.978 -0.323
O 9.92779 0.44329 -1.98368 -0.098 -0.305 -0.016
C 8.86624 0.31326 -1.04559 -1.358 -0.547 -1.347
C 7.65976 -0.55315 -1.56845 2.201 0.045 0.602
O 8.08722 -1.92427 -1.62124 -1.017 1.064 0.582
C 7.00058 -2.81898 -1.68396 0.374 -0.391 -1.251
H 10.43224 -1.61909 -2.33778 -1.058 0.073 0.193
H 11.25649 -0.87460 -1.03049 0.189 0.375 0.211
H 11.59756 -0.56240 -2.76356 0.181 1.083 0.259
H 8.32122 1.25508 -0.98211 0.808 0.610 0.266
H 9.26511 0.00500 -0.07917 -0.254 -0.169 0.127
H 7.35487 -0.12816 -2.52476 0.229 -0.355 -0.511
H 6.80554 -0.34355 -0.92465 -0.094 -0.577 0.519
H 6.17966 -2.61423 -0.99674 0.232 -0.026 0.386
H 7.42652 -3.81909 -1.60355 -0.210 -0.017 0.522
H 6.59136 -2.79621 -2.69397 -0.371 0.118 -0.212

---

No. 3
52
Properties=species:S:1:pos:R:3:forces:R:3 method="wB97M-V/def2-TZVPD" s_squared=2.00 spin_multiplicity=3 largest_force_ev_per_a=0.7 charge=+1 e_tot_ev=-111897.6221
Tm -0.18131 0.81265 0.53610 0.014 -0.214 -0.063
S 0.72761 -0.15997 2.77715 0.103 0.132 -0.036
C 2.27860 -0.80614 2.21768 -0.133 -0.094 0.046
C 2.80114 -1.90518 2.91673 -0.029 -0.050 -0.024
C 4.01707 -2.47442 2.58250 -0.004 -0.022 -0.021
C 4.76204 -1.97053 1.52221 -0.009 0.004 0.000
C 4.27665 -0.88064 0.82506 -0.017 -0.043 -0.009
C 3.04992 -0.30984 1.15919 0.150 0.097 0.013
S 2.56420 1.14673 0.24388 -0.284 -0.164 0.036
C 2.44587 0.45578 -1.45384 0.146 0.054 0.051
C 1.45137 1.25378 -2.24524 0.193 -0.035 -0.002
C 1.86471 2.07004 -3.27725 -0.162 -0.047 -0.117
C 0.89614 2.73028 -4.02244 0.030 -0.005 0.017
C -0.43155 2.57181 -3.68494 -0.008 -0.017 0.022
C -0.76676 1.80093 -2.57633 -0.020 0.056 0.007
C -2.22955 1.71990 -2.20750 -0.027 -0.044 -0.026
S -2.72169 1.09289 -0.56871 0.196 -0.046 0.065
C -3.14780 2.56494 0.33842 -0.138 -0.004 -0.019
C -4.49684 2.71025 0.66176 0.010 0.047 0.007
C -4.92019 3.80141 1.39725 0.009 -0.030 -0.006
C -3.98557 4.74636 1.80182 -0.010 0.013 0.018
C -2.64802 4.60124 1.48162 0.020 0.015 0.008
C -2.18922 3.50242 0.75088 0.043 -0.002 -0.052
S -0.46477 3.39338 0.36407 -0.141 -0.002 0.246
N 0.16062 1.14571 -1.87646 0.085 0.013 0.074
H 2.22792 -2.29450 3.74866 0.015 0.018 0.027
H 4.39634 -3.30378 3.16576 -0.007 -0.014 -0.008
H 5.71879 -2.40172 1.26291 -0.001 -0.003 -0.008
H 4.85557 -0.45821 0.01312 0.027 0.023 0.026
H 2.11598 -0.57546 -1.33871 0.033 -0.019 -0.128
H 3.42551 0.47821 -1.92465 -0.004 0.029 -0.002
H 2.91701 2.17614 -3.49814 0.000 -0.038 -0.031
H 1.17871 3.36285 -4.85316 -0.002 0.006 0.002
H -1.21140 3.06509 -4.24873 0.002 0.027 0.019
H -2.73105 1.07054 -2.92800 -0.004 0.020 -0.010
H -2.67713 2.70987 -2.28526 0.001 -0.009 -0.049
H -5.20582 1.96383 0.32853 -0.001 -0.008 -0.004
H -5.96548 3.91489 1.64801 -0.002 0.002 0.004
H -4.30167 5.60475 2.37987 -0.002 0.012 -0.014
H -1.92672 5.34190 1.79918 -0.002 -0.004 0.023
S -0.09001 -1.74423 -0.60097 -0.253 0.174 -0.582
C -0.38996 -3.28598 0.07104 0.155 0.089 0.527
N 0.57393 -3.84856 0.84085 0.030 0.035 -0.043
C 0.50977 -5.09081 1.36543 -0.035 0.024 0.022
C -0.59186 -5.86252 1.14522 -0.008 0.021 -0.011
C -1.63664 -5.31923 0.38268 0.000 -0.038 0.032
C -1.54437 -4.05317 -0.14059 0.050 0.049 -0.079
H 1.39288 -3.27320 1.02119 -0.002 0.003 0.059
H 1.36092 -5.40514 1.95091 0.009 0.007 -0.002
H -0.64810 -6.85797 1.55707 -0.005 0.000 0.005
H -2.52814 -5.90630 0.20558 -0.004 0.003 -0.001
H -2.33759 -3.62104 -0.73141 -0.004 -0.021 -0.011

---

No. 4
15
Properties=species:S:1:pos:R:3:forces:R:3 method="wB97M-V/def2-TZVPD" spin_multiplicity=1 de_lowest_kcal_mol=26.63 largest_force_ev_per_a=1.3 e_tot_ev=-26416.5218 smiles="C=CN.CSS"
C -0.50495 1.06896 2.46889 -0.413 -0.121 0.225
C -0.46520 1.06155 1.14923 0.844 0.547 -0.679
N 0.35747 1.91652 0.40019 0.273 -0.024 -0.111
H 0.14714 1.74050 3.01265 -0.250 0.127 0.172
H -1.23234 0.47296 2.99704 0.319 -0.312 0.169
H -0.90000 0.31362 0.50326 -0.733 0.089 0.244
H 0.83956 2.61896 0.94271 -0.104 -0.011 0.068
H -0.09909 2.34664 -0.38982 0.014 -0.152 -0.072
C 0.44870 -1.36523 -2.43201 -0.844 0.347 -0.734
S 0.78319 -2.85551 -1.51388 -0.602 -0.257 0.364
S 0.43782 -2.25263 0.42632 0.657 0.090 0.151
H 1.28433 -0.72412 -2.52055 1.085 0.615 0.139
H 0.14336 -1.60827 -3.45214 0.062 -0.377 0.063
H -0.36829 -0.76747 -2.03430 -0.098 -0.249 0.315
H -0.87169 -1.96649 0.44241 -0.209 -0.311 -0.314